Entry 1:
{
  "formula": "C35H43ClNO2SSiSnTe",
  "method": "ωB97M-V with the def2-TZVPD basis set",
  "charge": 1,
  "de_lowest_kcal_mol": 0.0,
  "total_energy_ha": -3194.76113,
  "homo_lumo_gap_ha": 0.2950,
  "species": ["Sn", "C", "C", "C", "C", "C", "C", "C", "C", "C", "C", "H", "H", "H", "H", "H", "H", "H", "H", "H", "H", "H", "H", "H", "H", "C", "Si", "C", "N", "C", "C", "C", "C", "C", "C", "C", "C", "C", "C", "C", "C", "C", "C", "C", "C", "C", "H", "H", "H", "H", "H", "H", "H", "H", "H", "H", "H", "H", "H", "H", "H", "H", "H", "H", "H", "H", "H", "H", "H", "H", "Cl", "C", "C", "O", "O", "H", "H", "Te", "C", "C", "C", "C", "S", "H", "H", "H"],
  "positions_angstrom": [[0.149, 1.876, -0.197], [-2.384, 2.581, 3.902], [-1.816, 3.555, 2.875], [-2.128, 4.992, 3.310], [-2.324, 3.321, 1.470], [-3.302, 2.389, 1.147], [-3.736, 2.227, -0.162], [-3.228, 3.005, -1.194], [-3.698, 2.850, -2.604], [-2.243, 3.943, -0.879], [-1.792, 4.089, 0.427], [-1.919, 2.757, 4.868], [-2.195, 1.548, 3.615], [-3.455, 2.733, 4.016], [-0.718, 3.435, 2.847], [-3.199, 5.173, 3.246], [-1.611, 5.716, 2.684], [-1.815, 5.150, 4.340], [-3.764, 1.796, 1.918], [-4.515, 1.506, -0.372], [-2.934, 2.341, -3.201], [-3.871, 3.825, -3.055], [-4.614, 2.266, -2.651], [-1.865, 4.599, -1.653], [-1.060, 4.860, 0.648], [-1.627, -1.398, -0.234], [-0.042, -2.315, 0.362], [1.077, -1.133, 1.424], [1.694, 0.089, 0.884], [2.134, 0.962, 1.992], [3.335, 0.441, 2.781], [4.482, 0.033, 1.841], [4.150, 0.420, 0.407], [2.836, -0.231, -0.007], [0.670, -3.228, -1.136], [-0.206, -3.563, -2.171], [0.210, -4.326, -3.246], [1.518, -4.776, -3.311], [2.406, -4.443, -2.302], [1.985, -3.678, -1.229], [-0.715, -3.576, 1.625], [-0.942, -3.236, 2.959], [-1.499, -4.133, 3.851], [-1.856, -5.401, 3.425], [-1.633, -5.766, 2.108], [-1.070, -4.865, 1.223], [-2.065, -0.831, 0.587], [-2.372, -2.135, -0.521], [1.850, -1.762, 1.883], [0.428, -0.801, 2.239], [1.282, 1.112, 2.669], [2.393, 1.937, 1.558], [3.030, -0.400, 3.404], [3.662, 1.237, 3.451], [4.639, -1.047, 1.879], [5.411, 0.509, 2.150], [4.928, 0.065, -0.267], [4.092, 1.502, 0.294], [2.980, -1.314, -0.022], [2.592, 0.099, -1.019], [-1.233, -3.225, -2.138], [-0.489, -4.574, -4.032], [1.840, -5.393, -4.135], [3.427, -4.788, -2.351], [2.698, -3.439, -0.456], [-0.679, -2.252, 3.319], [-1.654, -3.840, 4.879], [-2.309, -6.095, 4.115], [-1.898, -6.757, 1.773], [-0.895, -5.165, 0.201], [0.797, 5.664, -2.467], [2.006, 4.434, -2.893], [1.615, 3.278, -2.019], [2.192, 3.118, -0.933], [0.640, 2.550, -2.355], [2.988, 4.808, -2.616], [1.916, 4.223, -3.955], [-1.542, 0.086, -1.820], [-0.200, -0.684, -3.251], [-0.528, -1.002, -4.537], [0.589, -1.352, -5.323], [1.755, -1.282, -4.632], [1.511, -0.764, -3.023], [-1.537, -0.992, -4.907], [0.520, -1.637, -6.356], [2.751, -1.503, -4.965]],
  "forces_ev_per_a": [[0.7, 0.4, -0.1], [0.2, 0.1, -0.2], [0.0, 0.0, 0.1], [0.2, -0.1, 0.0], [0.1, 0.1, -0.1], [0.2, 0.1, 0.1], [0.0, 0.1, -0.2], [0.0, 0.0, 0.1], [0.1, 0.0, -0.1], [0.0, 0.1, 0.1], [-0.3, 0.2, 0.0], [0.0, 0.0, 0.1], [-0.1, -0.1, 0.0], [-0.1, -0.1, 0.0], [-0.2, 0.0, 0.0], [-0.1, 0.1, 0.0], [-0.1, 0.1, 0.0], [0.0, 0.0, 0.1], [0.0, -0.1, 0.1], [-0.1, -0.1, -0.1], [-0.1, 0.1, -0.1], [-0.1, 0.0, -0.1], [0.0, 0.0, -0.1], [0.1, -0.1, 0.0], [0.0, -0.1, 0.0], [0.6, 0.0, -0.2], [-0.4, -0.1, 0.2], [-0.4, -0.3, -0.4], [-0.1, 0.1, -0.2], [0.0, 0.4, 0.3], [-0.1, -0.1, -0.1], [0.1, 0.1, -0.1], [0.0, -0.2, 0.2], [0.4, 0.3, -0.6], [-0.2, 0.2, 0.5], [-0.1, 0.0, 0.2], [0.0, -0.1, -0.1], [0.0, 0.0, 0.0], [0.1, -0.1, 0.0], [-0.1, 0.0, 0.2], [0.3, 0.4, -0.3], [0.1, 0.2, -0.1], [-0.1, 0.0, 0.1], [0.0, 0.0, 0.0], [-0.1, -0.1, 0.0], [0.1, 0.2, -0.2], [0.0, 0.1, 0.2], [-0.1, -0.1, -0.1], [0.0, -0.1, 0.1], [-0.1, -0.2, 0.0], [0.1, 0.1, -0.2], [-0.1, -0.1, 0.1], [0.0, 0.0, 0.1], [-0.1, 0.0, 0.1], [0.0, 0.0, 0.0], [0.1, -0.1, 0.0], [0.0, 0.0, -0.1], [0.0, 0.1, -0.1], [-0.1, 0.0, -0.1], [0.1, -0.2, 0.2], [-0.1, 0.0, 0.0], [0.0, 0.0, -0.1], [0.0, 0.0, -0.1], [0.1, 0.0, 0.0], [0.1, 0.0, 0.2], [0.0, 0.1, 0.1], [0.0, 0.0, 0.1], [0.0, -0.1, 0.1], [0.0, -0.1, -0.1], [0.0, -0.1, -0.2], [-0.2, 0.5, -0.1], [0.1, 0.0, 0.0], [0.4, 0.0, -0.2], [0.2, -0.3, 0.9], [-0.9, -0.6, 0.3], [-0.1, 0.0, -0.1], [0.0, -0.1, 0.1], [0.2, -0.8, -0.3], [0.3, 0.3, 0.4], [-0.3, 0.1, 0.2], [0.1, 0.0, -0.1], [0.0, 0.1, 0.3], [-0.5, 0.0, -0.5], [-0.2, 0.0, -0.1], [0.0, -0.1, -0.2], [0.2, -0.1, -0.1]]
}

Entry 2:
{
  "formula": "C4H5Cl2NS4SbSn",
  "method": "ωB97M-V with the def2-TZVPD basis set",
  "charge": 0,
  "s_squared": 0.759,
  "total_energy_ha": -3177.91469,
  "spin_multiplicity": 2,
  "homo_lumo_gap_ha": [0.2922, 0.2032],
  "species": ["Sn", "S", "Sb", "S", "S", "Cl", "C", "Cl", "H", "H", "S", "C", "C", "N", "C", "H", "H", "H"],
  "positions_angstrom": [[-1.067, -0.902, 0.007], [-1.476, 3.078, 2.113], [-2.064, 0.911, 2.788], [-3.226, 0.122, 0.806], [-0.046, -0.320, 2.196], [2.098, -2.856, -0.194], [1.326, -4.225, 0.627], [-0.434, -4.065, 0.757], [1.730, -4.280, 1.629], [1.539, -5.117, 0.055], [-0.293, 3.696, -1.529], [1.121, 2.753, -1.741], [0.876, 1.471, -1.383], [-0.409, 1.237, -0.954], [-1.131, 2.322, -0.980], [2.038, 3.175, -2.118], [1.589, 0.659, -1.392], [-2.173, 2.341, -0.686]],
  "forces_ev_per_a": [[-0.2, 0.2, -0.3], [0.0, 0.2, 0.1], [0.2, -0.3, -0.5], [0.1, 0.1, 0.2], [-0.1, 0.1, 0.2], [0.0, 0.0, 0.0], [-0.1, 0.1, 0.0], [0.2, -0.3, 0.1], [0.0, 0.0, 0.0], [0.0, 0.0, 0.0], [0.0, 0.0, 0.0], [0.0, 0.0, 0.0], [-0.1, 0.0, 0.1], [0.1, 0.0, 0.2], [-0.1, 0.0, -0.1], [0.0, 0.0, 0.1], [0.0, 0.0, 0.0], [0.1, 0.0, 0.0]]
}